No. 1
This record from the Open Molecules 2025 dataset describes a cluster of 2 separate species, C21H23O5S in total at a distorted geometry. The level of theory is ωB97M-V with the def2-TZVPD basis set.

Computed properties:
HOMO energy: -2.3109 eV
charge: -1
orbital gap: 4.692 eV
maximum force: 2.62 eV Å⁻¹
calculated total energy: -43221.6942 eV

Geometry as XYZ:
```
50
Properties=species:S:1:pos:R:3:forces:R:3:lowdin_charge:R:1
S 0.6553 0.7061 -2.2945 -1.1 -1.1 -2.1 0.62
O 1.7381 0.0507 -1.6081 0.8 0.1 1.2 -0.36
O -1.3784 0.0897 0.4523 -0.5 0.4 1.9 0.09
O 1.3576 0.2561 4.6940 -0.6 -0.3 0.6 -0.05
O -0.8878 0.1594 5.2044 0.3 -0.1 0.9 -0.05
O -0.1146 1.7278 -1.6231 0.3 0.4 0.6 -0.36
C 1.2615 0.5539 6.0861 0.6 0.0 -0.4 -0.16
C -0.1060 -1.1662 3.3381 1.0 1.0 1.1 -0.07
C -1.1969 -2.6932 -3.6008 0.0 0.2 0.5 -0.08
C 0.6963 2.5572 -4.3647 0.2 0.1 -0.1 -0.07
C -1.0757 -1.9677 -1.2957 0.2 -0.1 0.2 -0.06
C -0.1820 1.4455 3.2598 0.9 -0.8 1.1 -0.08
C -2.0507 -4.1189 -1.8196 -0.2 -0.1 -0.2 -0.17
C 1.4310 1.5781 -3.6908 0.1 0.0 -0.3 -0.27
C 3.3421 2.0593 -5.1005 -0.1 0.1 0.1 -0.10
C -1.3841 -1.1865 2.5457 -0.5 -0.2 -0.8 -0.09
C -1.4448 1.3455 2.4662 -0.6 -0.2 -0.7 -0.11
C -0.3097 -0.4442 -3.1235 0.4 0.7 -1.2 -0.25
C -1.7014 -3.1360 -0.8808 0.3 -0.1 -0.8 -0.12
C 1.2997 3.3176 -5.3702 0.2 -0.1 0.1 -0.10
C -0.2110 0.4922 6.4285 -0.8 0.1 -0.2 -0.14
C 2.6429 3.1099 -5.7036 -0.2 -0.2 0.1 -0.11
C -1.4263 0.0556 1.6630 -0.1 0.6 -0.5 -0.34
C -0.8437 -1.6668 -2.6674 -0.1 -0.7 0.4 -0.30
C 0.0395 0.1686 4.1528 0.3 0.3 -1.8 -0.49
C -1.7809 -3.8862 -3.1790 0.2 0.5 0.1 -0.15
C 2.7436 1.2921 -4.0936 -0.2 0.2 -0.1 -0.06
H -1.5272 2.1584 1.7465 -0.1 0.1 0.1 0.13
H -0.2030 -0.3272 -4.2107 0.0 0.1 0.5 0.06
H 0.7185 4.0851 -5.8826 0.2 -0.1 0.1 0.09
H -0.0716 -1.9713 4.0801 0.0 0.0 -0.2 0.13
H -2.2464 -1.1647 3.2286 0.1 0.0 -0.2 0.13
H 3.1357 3.7583 -6.4315 -0.2 -0.3 0.1 0.09
H 0.7024 1.5471 2.6160 -0.3 0.0 0.1 0.14
H -0.8112 -1.2197 -0.5473 0.0 -0.8 -0.8 0.06
H -0.9595 -2.4752 -4.6424 -0.2 -0.4 0.1 0.09
H -2.5380 -5.0455 -1.5111 0.1 0.2 -0.1 0.07
H -0.5829 1.4675 6.7741 0.0 -0.3 0.1 0.12
H -1.9157 -3.3030 0.1782 0.1 0.0 -0.2 0.07
H 1.6677 1.5568 6.2758 0.0 -0.2 0.0 0.12
H -1.4384 -2.0883 1.9314 -0.1 0.1 0.0 0.10
H -0.3449 2.7339 -4.0935 0.3 -0.1 0.1 0.11
H -2.3143 1.3271 3.1295 0.0 0.1 0.0 0.13
H -0.2251 2.3063 3.9351 0.2 0.0 0.0 0.13
H -2.0194 -4.6391 -3.9293 0.0 0.0 0.2 0.08
H 1.8389 -0.1955 6.6414 0.0 0.2 -0.1 0.12
H -0.4219 -0.2837 7.1773 -0.1 0.3 -0.2 0.12
H 3.3003 0.4837 -3.6191 -0.3 0.2 0.0 0.11
H 0.7761 -1.2538 2.6884 -0.3 0.0 0.1 0.14
H 4.3663 1.8431 -5.4099 -0.2 0.1 0.1 0.09
```
Forces are in eV/Å.


No. 2
This record from the Open Molecules 2025 dataset describes a structure of composition C21H24AuBrNO2PS2Se. The level of theory is ωB97M-V with the def2-TZVPD basis set.

Computed properties:
HOMO energy: -7.5333 eV
orbital gap: 7.158 eV
maximum force: 0.54 eV Å⁻¹
ΔE to the lowest compared entry with this formula, charge and spin: 25.8 kcal per mole
calculated total energy: -197794.2837 eV

Geometry as XYZ:
```
54
Properties=species:S:1:pos:R:3:forces:R:3:lowdin_charge:R:1
Au -0.7230 0.3940 0.5015 -0.2 -0.3 0.4 0.42
Br 1.9218 -1.2466 0.2005 0.0 0.1 0.0 0.71
Se -2.2860 0.6568 -1.4125 0.0 0.4 -0.3 0.69
S -1.9448 2.6658 -2.3145 0.0 -0.4 0.3 0.34
S 0.8618 2.5398 -0.3988 0.5 0.2 -0.1 0.35
P -0.7510 3.5069 -0.7632 -0.2 0.1 0.0 -0.06
O -0.6368 5.0066 -1.2563 -0.2 -0.1 -0.1 -0.30
O -1.8374 3.5643 0.3697 0.0 0.2 -0.1 -0.34
N -6.1512 1.2067 1.2213 0.0 0.0 0.0 0.06
C -5.7931 2.1548 0.3645 0.0 0.0 0.0 -0.14
C 2.2159 -0.7717 2.0251 0.0 0.0 0.0 -0.60
C -4.6663 2.0888 -0.4474 0.0 0.0 0.0 -0.11
C 1.5034 6.1134 -1.3399 0.0 0.0 0.0 -0.05
C -4.2174 -0.0400 0.5467 0.0 0.1 0.0 -0.12
C -0.5021 3.9134 2.4194 0.0 0.0 0.0 -0.06
C -1.7907 4.2107 1.6840 0.1 -0.1 0.1 -0.41
C 3.8177 -0.7583 3.8185 0.0 0.0 0.0 -0.09
C -5.3681 0.1331 1.2991 0.0 0.0 0.0 -0.14
C 1.4977 -0.2414 4.2602 0.0 0.0 0.1 -0.17
C 2.8310 -0.4338 4.6981 0.0 0.0 0.0 -0.05
C -2.0851 5.6874 1.5329 0.0 0.0 0.0 -0.04
C -0.7894 0.2735 4.8055 0.0 0.0 0.1 -0.09
C 0.4937 0.0669 5.2106 0.0 0.0 0.0 -0.05
C -3.8705 0.9669 -0.3443 0.1 -0.1 0.0 -0.55
C -0.1779 -0.0402 2.4519 0.1 0.0 -0.1 -0.29
C -1.1042 0.2395 3.4317 -0.1 0.0 0.0 -0.17
C 1.1536 -0.3512 2.8813 0.0 0.0 0.0 -0.23
C 0.3282 5.6254 -2.1638 0.2 0.0 0.1 -0.43
C 0.7412 4.7294 -3.3130 0.0 0.0 0.0 -0.08
C 3.4966 -0.9536 2.4617 0.0 0.0 0.0 -0.15
H -2.6192 3.7206 2.1972 0.0 0.0 0.0 0.15
H -3.5993 -0.9177 0.6853 0.0 0.0 0.0 0.09
H 1.1580 6.7164 -0.5006 0.0 0.0 0.0 0.08
H 2.0743 5.2673 -0.9560 0.0 0.0 0.0 0.07
H 2.1594 6.7271 -1.9580 0.0 0.0 0.0 0.09
H 3.0469 -0.3172 5.7533 0.0 0.0 0.0 0.11
H 1.4163 5.2977 -3.9545 0.0 0.0 0.0 0.09
H -1.2459 6.2148 1.0805 0.0 0.0 0.0 0.07
H 4.8380 -0.8957 4.1508 0.0 0.0 0.0 0.10
H -2.9707 5.8428 0.9178 0.0 0.0 0.0 0.09
H -2.2718 6.1125 2.5199 0.0 0.0 0.0 0.09
H -2.1233 0.4742 3.1440 0.0 0.0 0.0 0.07
H -6.4377 3.0257 0.3159 0.0 0.0 0.0 0.11
H -0.5746 4.3252 3.4272 0.0 0.0 0.0 0.09
H -0.2348 6.4737 -2.5549 0.0 0.0 0.0 0.14
H -4.4270 2.9015 -1.1178 0.0 0.0 0.0 0.07
H 0.7703 0.1262 6.2563 0.0 0.0 0.0 0.11
H 4.2579 -1.2778 1.7666 0.0 0.0 0.0 0.09
H 1.2685 3.8443 -2.9608 0.0 0.0 0.0 0.05
H -0.3286 2.8395 2.4898 0.0 0.0 0.0 0.05
H 0.3550 4.3735 1.9246 0.0 0.0 0.0 0.07
H -0.1127 4.4214 -3.9155 0.0 0.0 0.0 0.07
H -1.5657 0.4900 5.5294 0.0 0.0 0.0 0.10
H -5.6662 -0.6305 2.0089 0.0 0.0 0.0 0.11
```
Forces are in eV/Å.


No. 3
This record from the Open Molecules 2025 dataset describes a cluster of 4 separate species, C21H24BBrF3N4O in total at a distorted geometry. The level of theory is ωB97M-V with the def2-TZVPD basis set.

Computed properties:
HOMO energy: -10.7280 eV
charge: +1
orbital gap: 5.751 eV
maximum force: 6.37 eV Å⁻¹
calculated total energy: -109037.8705 eV

Geometry as XYZ:
```
55
Properties=species:S:1:pos:R:3:forces:R:3:lowdin_charge:R:1
Br 1.7835 -0.1156 -1.7982 0.0 2.2 -0.4 0.69
F -3.6711 -4.7606 -3.3823 -0.1 0.0 0.3 0.05
F 0.5600 1.9879 4.4871 -0.4 -0.3 -0.4 0.04
F 0.3913 -3.4186 -1.3657 0.4 0.1 -0.2 0.04
O -0.4675 3.7891 2.6747 2.3 0.4 -3.8 0.03
N 0.6085 5.8897 1.5083 -1.0 -2.2 0.5 0.10
N 2.1988 3.8100 -0.4239 -1.2 -0.7 -0.5 0.01
N -0.3260 3.7417 0.1279 3.3 -1.0 -3.5 0.26
N 0.7443 2.7357 -2.0476 -0.8 -1.4 6.2 0.06
C -2.9519 -4.1510 -0.1653 0.3 0.4 0.1 -0.07
C 2.8400 2.4002 -0.5148 -2.9 -0.6 0.1 -0.15
C -2.2242 -3.9818 -5.0738 0.0 0.0 0.1 -0.02
C -3.1226 -4.9278 -4.5929 0.5 -0.2 -1.1 -0.29
C -2.8938 -6.2167 -6.6117 0.2 0.4 0.2 -0.08
C 0.7490 3.4698 -0.6958 0.3 0.1 -1.5 -0.14
C -0.7511 -3.3215 -0.6727 -1.1 0.0 0.6 -0.29
C -0.9048 -2.2955 0.2531 0.0 0.0 -0.1 -0.04
C 1.5824 2.5070 5.1799 1.3 0.7 0.9 -0.30
C 3.7003 3.5825 6.6141 -0.1 0.0 0.0 -0.09
C -3.1173 -3.1196 0.7624 0.0 0.0 0.0 -0.09
C 2.0342 1.9068 -1.8948 3.0 1.0 -0.7 -0.63
C -1.6485 -4.1591 -6.3316 -0.3 -0.3 0.1 -0.09
C 1.3400 3.5191 6.1022 -0.1 0.0 -0.1 -0.01
C 2.4035 4.0563 6.8274 0.2 -0.3 -0.3 -0.07
C -2.0964 -2.1909 0.9701 -0.1 -0.3 -0.3 -0.09
C 3.9340 2.5698 5.6825 -0.3 0.2 0.1 -0.08
C 2.8689 2.0251 4.9656 -0.1 0.0 -0.1 -0.03
C -1.9855 -5.2743 -7.1002 0.0 0.0 0.0 -0.09
C -3.4609 -6.0448 -5.3490 0.0 0.0 0.1 -0.01
C -1.7643 -4.2487 -0.8903 0.1 0.0 0.0 -0.01
B -0.0671 4.5039 1.4124 0.6 0.9 4.5 -0.41
H 0.1722 2.9957 2.7148 -1.7 1.3 0.3 0.11
H 2.5360 4.2492 -1.3215 -0.7 0.1 1.2 0.14
H 2.6668 2.3258 -2.8030 -1.0 -1.9 1.6 0.14
H 0.0759 6.3899 2.2743 1.1 -0.7 -0.9 0.10
H -0.9382 -3.4290 -6.7122 -0.1 -0.1 0.1 0.10
H -4.0455 -3.0412 1.3245 0.2 0.0 -0.1 0.10
H -1.6211 -5.0380 -1.6210 0.0 0.1 0.1 0.12
H 1.6192 5.7782 1.8226 -1.7 0.3 -0.5 0.10
H 0.0431 1.9817 -1.8149 0.0 0.9 -1.2 0.10
H -1.5401 -5.4110 -8.0833 -0.1 0.0 0.2 0.10
H -4.1618 -6.7705 -4.9497 0.1 0.1 0.0 0.12
H 4.9448 2.2055 5.5152 -0.2 0.0 0.0 0.11
H -3.7471 -4.8755 -0.3225 0.2 0.1 0.0 0.11
H -1.9803 -3.1162 -4.4668 0.0 -0.1 0.0 0.11
H -2.2291 -1.3866 1.6897 0.1 -0.2 -0.1 0.10
H 2.3161 1.8672 0.4049 1.7 0.6 -1.9 0.13
H -3.1577 -7.0825 -7.2140 0.0 0.2 0.2 0.11
H 4.0111 2.3271 -0.5201 -2.6 0.4 -0.1 0.16
H -1.2645 3.3908 -0.2083 1.4 0.4 0.7 0.20
H -0.0975 -1.5875 0.4084 0.0 -0.1 0.0 0.08
H 2.2235 4.8425 7.5565 0.0 -0.2 -0.2 0.11
H 0.3273 3.8802 6.2484 0.1 -0.1 0.0 0.12
H 3.0314 1.2313 4.2441 0.0 0.0 0.1 0.11
H 4.5301 4.0049 7.1768 -0.2 -0.1 -0.1 0.11
```
Forces are in eV/Å.


No. 4
This record from the Open Molecules 2025 dataset describes a structure of composition C21H24BO3Os at a distorted geometry. The level of theory is ωB97M-V with the def2-TZVPD basis set.

Computed properties:
HOMO energy (alpha / beta): -0.1524 / -3.9526 eV
2S+1: 5
charge: -1
orbital gap (alpha / beta): 2.486 / 5.952 eV
maximum force: 6.27 eV Å⁻¹
⟨S²⟩: 6.029
calculated total energy: -31446.4504 eV

Geometry as XYZ:
```
50
Properties=species:S:1:pos:R:3:forces:R:3:lowdin_spin:R:1
Os 0.4402 -0.2003 0.2881 -4.8 -3.7 -1.6 1.60
O -0.1431 -2.2211 2.6673 -0.6 0.2 -0.2 0.01
O -2.7375 -0.0698 0.8291 0.5 -0.5 0.8 0.36
O -2.0223 -2.1762 1.3088 1.5 0.2 0.3 0.02
C 1.0691 -1.7518 -1.1146 -0.6 0.2 -0.3 0.00
C -0.9198 4.5711 -0.8382 0.0 0.0 -0.8 0.01
C 0.7426 1.6467 1.2840 0.1 2.9 0.8 0.11
C -2.0886 -4.9133 4.1783 -0.5 -0.5 0.3 0.00
C 1.1385 0.5717 2.1008 0.2 0.0 1.9 0.04
C 2.1644 -0.1478 1.4229 2.3 -0.6 1.1 0.06
C 1.5226 1.6329 0.1107 0.6 2.2 -0.5 0.09
C -1.0097 -4.0354 4.0652 0.3 -0.1 0.7 0.00
C 0.5726 -0.6027 -1.8691 -0.3 -0.4 -0.3 0.04
C -1.2243 -1.9852 -1.3959 0.1 0.2 -0.9 0.24
C -2.2923 -2.9187 2.3776 1.4 -0.2 -0.4 0.00
C -1.1356 -3.0152 3.1760 -0.6 -0.2 -0.9 0.00
C -3.0766 0.7962 0.0083 -0.5 1.6 -0.8 0.39
C -0.8529 -0.7653 -2.0103 0.1 -1.0 -0.5 0.22
C -2.6529 3.2041 -1.8077 0.1 -0.1 0.2 0.02
C -3.3907 -3.7266 2.5142 -0.4 0.1 -0.1 0.00
C -0.0760 -2.5798 -0.8130 0.3 -0.7 -0.9 0.28
C -0.5670 3.1492 -3.0256 -0.2 0.4 0.3 0.01
C -1.4985 3.8342 -2.0466 0.1 -1.2 1.2 0.07
C -3.2605 -4.7660 3.4187 0.1 -0.2 0.7 0.00
C 2.4035 0.5227 0.1844 1.8 0.2 0.3 0.07
B -0.6795 -1.6548 1.4691 -0.8 0.1 0.1 0.12
H -3.1763 0.6362 -1.0685 0.0 -0.3 -0.2 0.06
H -0.9604 5.6578 -0.9425 0.4 0.0 0.1 0.00
H -4.2695 -3.5499 1.8849 0.4 -0.3 0.2 0.00
H -1.5071 -0.1124 -2.5928 0.3 -0.2 0.5 0.01
H -2.0165 -5.7401 4.8825 0.0 0.1 -0.1 0.00
H -1.1076 2.2523 -3.3689 0.6 0.3 -0.2 0.00
H 1.1846 0.1251 -2.4047 -0.3 -0.3 0.2 0.00
H -3.4103 1.7680 0.3623 -0.3 0.6 0.0 0.06
H -0.0104 -3.5772 -0.3635 -0.1 0.6 -0.1 0.01
H -0.2996 3.7852 -3.8720 0.3 -0.1 0.0 0.00
H 1.5048 2.3680 -0.6900 -0.1 -0.2 0.3 0.01
H 0.3343 2.8497 -2.4497 -0.3 0.0 -0.6 0.00
H -3.1734 3.4169 -0.8721 -0.3 -0.2 -0.6 0.01
H 0.7538 0.3418 3.0879 0.0 0.0 -0.3 0.00
H -4.0866 -5.4684 3.5231 0.3 0.1 0.2 0.00
H 0.0013 2.4037 1.5459 0.1 -0.4 -0.3 0.02
H -2.2150 -2.4312 -1.4440 0.2 0.3 0.4 0.01
H -2.9311 2.3424 -2.4155 -0.4 0.4 0.1 0.01
H 0.1189 4.2087 -0.7109 -0.4 0.5 0.2 0.00
H -1.5290 4.2764 0.0254 0.4 0.2 0.0 0.00
H 2.6750 -1.0357 1.7787 0.0 0.3 0.1 0.01
H 2.1081 -2.0289 -0.9777 -0.2 0.0 -0.1 0.00
H -0.0735 -4.1389 4.6213 -0.4 -0.2 -0.1 0.00
H 3.1329 0.2344 -0.5661 -0.2 0.0 0.1 0.01
```
Forces are in eV/Å.